--- a ---
The following is a DFT calculation (the ωB97M-V functional and the def2-TZVPD basis) of a molecular structure, C4H5NO5.

Last column: Mulliken charge in e.
Cartesian coordinates (Å):
N (-0.41781, 3.64607, 1.34977)  0.96
O (-1.54245, 4.11794, 1.42544)  -0.36
O (0.69608, 4.08507, 1.37766)  -0.37
C (1.19509, -0.89741, -1.17983)  -1.13
C (0.00226, -1.42161, -0.43658)  0.68
C (-0.58181, -2.52789, -0.81261)  -0.88
C (-0.53073, -0.51205, 0.69227)  0.52
O (-1.48060, -0.77881, 1.37295)  -0.48
O (0.23596, 0.71110, 0.85874)  -0.14
O (-0.45083, 1.79820, 1.40873)  -0.32
H (1.47375, 0.03592, -0.64983)  0.32
H (2.07544, -1.55597, -1.18104)  0.32
H (0.98685, -0.63487, -2.22776)  0.29
H (-1.46640, -2.97281, -0.32840)  0.30
H (-0.19480, -3.09288, -1.66952)  0.30

The calculation puts the molecular weight at 147.1 g/mol. The calculation puts the HOMO-LUMO gap (spin up / spin down) at 8.12 / 8.60 eV. For the LUMO energy (spin up / spin down), the calculation gives -2.05 / -1.94 eV.

---

--- b ---
The following is a DFT calculation (the ωB97M-V functional and the def2-TZVPD basis) of a molecular structure, C4H5NO5.

Last column: Mulliken charge in e.
Cartesian coordinates (Å):
C (-0.82539, 0.51084, -1.40696)  -0.89
N (-0.36318, -1.61488, 0.26489)  -0.27
C (-0.03705, 0.68475, 1.23041)  0.31
C (0.29434, -0.41962, -0.01920)  0.81
C (-0.36232, 1.76902, -1.11175)  0.77
O (0.43271, -2.69296, 0.67778)  -0.42
O (1.05929, 1.34054, 1.55778)  -0.49
O (-1.11302, 0.78495, 1.75820)  -0.57
O (1.50437, -0.42897, -0.33500)  -0.78
O (0.15885, 2.78726, -1.08366)  -0.23
H (1.22646, -2.63534, 0.10743)  0.34
H (1.76441, 1.03012, 0.94326)  0.42
H (-1.21464, -1.61407, 0.81737)  0.29
H (-1.80568, 0.34277, -0.97947)  0.31
H (-0.71916, 0.15558, -2.42108)  0.41

The calculation puts the molecular weight at 147.1 g/mol. The calculation puts the HOMO-LUMO gap at 8.09 eV. For the LUMO energy, the calculation gives -0.52 eV.

---

Relative stability in eV, measured from the most stable structure: a 5.139; b 0.000

---

--- a ---
The following is a DFT calculation (the ωB97M-V functional and the def2-TZVPD basis) of 2 unconnected molecules or ions with the total composition C6H12NO3.

Last column: Mulliken charge in e.
Cartesian coordinates (Å):
C (-1.80308, -1.85892, -0.37194)  -0.39
C (-1.38594, -1.68429, -1.82764)  -0.99
C (-0.60277, -1.55808, 0.63638)  0.55
O (-1.00226, -1.28632, 1.77671)  -0.73
O (0.58120, -1.62638, 0.20223)  -0.83
H (-2.57722, -1.18411, 0.01007)  0.30
H (-2.12434, -2.89823, -0.21914)  0.28
H (-1.83702, -2.43380, -2.48623)  0.33
H (-0.32685, -1.78288, -1.95975)  0.29
H (-1.65205, -0.67923, -2.20352)  0.20
C (1.27351, 1.68598, -0.19235)  -0.44
C (-0.19786, 2.03846, 0.10484)  -0.96
C (2.00059, 1.44168, 1.12302)  0.46
O (2.43383, 2.41560, 1.73136)  -0.69
N (2.09301, 0.15088, 1.48167)  -0.37
H (1.29022, 0.99366, -1.02460)  0.32
H (1.76973, 2.57199, -0.64115)  0.32
H (-0.67455, 1.23870, 0.68122)  0.17
H (-0.74405, 2.26880, -0.80226)  0.28
H (2.16941, -0.25832, 2.39770)  0.25
H (1.51741, -0.50611, 0.86810)  0.31
H (-0.20091, 2.95090, 0.71528)  0.36

The calculation puts the molecular weight at 146.2 g/mol. The calculation puts the HOMO-LUMO gap at 8.67 eV. Its total charge is -1. For the LUMO energy, the calculation gives 3.87 eV.

---

--- b ---
The following is a DFT calculation (the ωB97M-V functional and the def2-TZVPD basis) of 2 unconnected molecules or ions with the total composition C6H12NO3.

Last column: Mulliken charge in e.
Cartesian coordinates (Å):
C (1.81479, -1.35469, 0.68597)  0.44
C (2.97523, -1.26078, -0.32179)  -1.14
C (0.82383, -2.53746, 0.28113)  0.56
O (0.48807, -2.51902, -0.92377)  -0.73
O (0.53272, -3.30838, 1.20564)  -0.75
H (2.21029, -1.41186, 1.69298)  0.29
H (1.22553, -0.44553, 0.63539)  -0.41
H (2.77902, -0.64203, -1.20632)  0.28
H (3.09275, -2.22248, -0.83577)  0.28
H (3.96206, -0.98272, 0.05984)  0.34
C (-0.90386, 1.28063, -0.07260)  0.48
C (-0.88218, 2.73260, 0.32279)  -1.33
C (-2.25431, 0.64409, 0.15995)  0.47
O (-2.69565, 0.46016, 1.27561)  -0.63
N (-2.98743, 0.25587, -0.92752)  -0.39
H (-0.64787, 1.04998, -1.11108)  0.32
H (-0.13466, 0.66891, 0.39459)  -0.52
H (-1.48377, 2.99925, 1.20606)  0.32
H (-1.49613, 3.24092, -0.44451)  0.31
H (-3.93155, -0.03801, -0.80849)  0.22
H (-2.46538, 0.02714, -1.75358)  0.21
H (-0.02151, 3.36341, 0.48548)  0.38

The calculation puts the molecular weight at 146.2 g/mol. The calculation puts the HOMO-LUMO gap at 7.22 eV. Its total charge is -1. For the LUMO energy, the calculation gives 3.33 eV.

---

Relative stability in eV, measured from the most stable structure: a 0.000; b 1.129

---

--- a ---
The following is a DFT calculation (the ωB97M-V functional and the def2-TZVPD basis) of 2 unconnected molecules or ions with the total composition C4H11NO2S.

Last column: Mulliken charge in e.
Cartesian coordinates (Å):
C (2.63627, 0.46603, -0.07913)  -1.19
C (1.21257, 0.14289, -0.52960)  0.53
O (0.54206, 1.00071, -1.03495)  -0.60
N (0.57228, -0.97743, -0.01772)  -0.14
C (-0.78390, -1.28518, 0.00765)  -0.46
C (-1.37234, -1.21671, 1.49770)  -0.61
S (-0.50733, 0.03464, 2.44582)  -0.25
H (2.66089, 1.51481, -0.01110)  0.37
H (3.08596, -0.12056, 0.66776)  0.32
H (3.12560, 0.40942, -1.03480)  0.36
H (1.17686, -1.62110, 0.55268)  0.26
H (-1.29985, -0.48671, -0.62909)  0.19
H (-1.22849, -2.19821, -0.36392)  0.28
H (-1.36930, -2.23667, 1.93775)  0.35
H (-2.41755, -1.07967, 1.51246)  0.39
H (-0.44271, 1.12557, 1.54663)  0.15
O (-2.20593, 2.15944, -1.89292)  -0.63
H (-1.29341, 1.96015, -1.72166)  0.36
H (-2.09168, 2.40858, -2.85354)  0.32

The calculation puts the molecular weight at 137.2 g/mol. The calculation puts the HOMO-LUMO gap at 9.71 eV. Its SMILES is CC(=O)NCCS.O. For the LUMO energy, the calculation gives 0.70 eV.

---

--- b ---
The following is a DFT calculation (the ωB97M-V functional and the def2-TZVPD basis) of 2 unconnected molecules or ions with the total composition C4H11NO2S.

Last column: Mulliken charge in e.
Cartesian coordinates (Å):
N (-1.27294, 1.72652, -0.39373)  -0.41
C (-0.74292, 0.47668, -0.79253)  0.40
O (0.18109, 0.58093, -1.55615)  -0.58
C (-1.29382, -0.83781, -0.31828)  -0.35
C (-0.48877, -0.99414, 1.04453)  -0.79
C (1.06765, -1.10779, 1.02530)  -0.45
S (1.48816, -2.82803, 0.71889)  -0.23
H (-0.68791, 2.59360, -0.48533)  0.19
H (-1.96994, 1.72355, 0.28662)  0.20
H (-2.34651, -0.70114, 0.02116)  0.26
H (-1.20785, -1.65318, -1.04584)  0.30
H (-0.74924, -0.09179, 1.82470)  0.26
H (-0.83236, -1.93621, 1.39345)  0.45
H (1.67246, -0.34667, 0.54729)  0.34
H (1.34702, -0.91811, 2.13839)  0.29
H (0.79041, -3.13160, -0.41258)  0.11
O (1.98340, 2.51808, -1.46010)  -0.57
H (1.31056, 2.21456, -1.95073)  0.33
H (1.75152, 2.71254, -0.58509)  0.26

The calculation puts the molecular weight at 137.2 g/mol. The calculation puts the HOMO-LUMO gap at 9.73 eV. Its SMILES is NC(=O)CCCS.O. For the LUMO energy, the calculation gives 0.57 eV.

---

--- c ---
The following is a DFT calculation (the ωB97M-V functional and the def2-TZVPD basis) of 4 unconnected molecules or ions with the total composition C4H11NO2S.

Last column: Mulliken charge in e.
Cartesian coordinates (Å):
O (-2.18410, 0.62237, 0.88167)  -0.66
C (-2.86904, -0.44854, 1.24659)  0.08
N (-2.46799, -1.66519, 0.86812)  -0.57
C (0.63610, -0.00557, 0.58667)  0.45
C (0.80097, 1.30939, 0.27013)  -0.57
S (4.00291, 1.11289, -0.50771)  -0.23
C (1.54788, -1.12412, -0.10902)  -0.59
H (-3.77047, -0.13751, 1.82436)  0.37
H (-3.35230, -2.20235, 0.94773)  0.23
H (-0.29958, -0.41680, 0.95355)  0.18
H (0.45072, 2.11231, 0.95847)  0.25
H (1.21819, 1.57010, -0.70978)  0.34
H (5.27704, 0.91781, -1.01806)  0.15
H (2.58183, -0.74120, -0.24449)  -0.04
H (1.18908, -1.29175, -1.18954)  0.24
H (1.63024, -2.04100, 0.55637)  0.31
H (-1.66884, 0.78593, -0.96075)  0.37
H (-1.52738, 1.08437, -2.55903)  0.29
O (-1.19525, 0.55888, -1.79528)  -0.60

The calculation puts the molecular weight at 137.2 g/mol. The calculation puts the HOMO-LUMO gap at 2.73 eV. For the LUMO energy, the calculation gives -5.36 eV.

---

--- d ---
The following is a DFT calculation (the ωB97M-V functional and the def2-TZVPD basis) of 2 unconnected molecules or ions with the total composition C4H11NO2S.

Last column: Mulliken charge in e.
Cartesian coordinates (Å):
O (2.68918, 1.98829, 0.02626)  -0.56
C (1.75611, 1.38922, -0.47321)  0.10
N (1.62331, 0.03928, -0.40509)  -0.21
C (0.72687, -0.73438, -1.25081)  -0.63
C (-0.14441, -1.74302, -0.48845)  -0.60
C (-1.64636, -1.47414, -0.66748)  -0.80
S (-2.49065, -0.24077, 0.35109)  -0.18
H (0.95313, 1.97655, -0.95020)  0.33
H (2.38334, -0.42445, 0.07621)  0.25
H (0.06104, -0.07618, -1.81106)  0.38
H (1.32745, -1.20046, -2.03647)  0.34
H (0.01957, -2.74088, -0.87758)  0.29
H (0.12266, -1.71676, 0.56449)  0.42
H (-1.84141, -1.24864, -1.71154)  0.41
H (-2.14289, -2.44627, -0.56907)  0.37
H (-1.44507, 0.42825, 0.85175)  0.07
O (0.30068, 0.68422, 2.37024)  -0.63
H (0.75115, 0.31849, 1.59816)  0.29
H (1.02365, 1.18656, 2.78156)  0.33

The calculation puts the molecular weight at 137.2 g/mol. The calculation puts the HOMO-LUMO gap at 9.78 eV. Its SMILES is O=CNCCCS.O. For the LUMO energy, the calculation gives 0.72 eV.

---

Relative stability in eV, measured from the most stable structure: a 0.540; b 0.750; c 8.916; d 0.000

---

--- a ---
The following is a DFT calculation (the ωB97M-V functional and the def2-TZVPD basis) of 17 unconnected molecules or ions with the total composition H35O17.

Last column: Mulliken charge in e.
Cartesian coordinates (Å):
O (-1.09100, 2.82758, 3.33104)  -0.50
H (-0.63227, 1.96045, 3.14232)  0.42
H (-1.98171, 2.50532, 3.80519)  0.49
O (0.81316, 0.37160, -1.22807)  -0.43
H (1.46648, 0.37451, -0.54149)  0.20
H (0.87861, -0.64119, -1.48469)  0.36
O (2.19987, -2.91988, -1.88655)  -0.58
H (3.09212, -3.10003, -2.15238)  0.31
H (1.60414, -2.82048, -2.60920)  0.33
O (-1.22935, 0.29539, 0.37713)  -0.42
H (-1.52929, -0.43499, -0.22614)  0.22
H (-0.47461, 5.06304, 1.35089)  0.29
O (-2.75111, 2.38344, 1.25664)  -0.57
H (-2.74169, 1.48330, 0.83023)  0.31
O (4.97767, 1.00582, -2.09609)  -0.63
H (4.32910, 1.49155, -1.54619)  0.33
H (5.51820, 0.53237, -1.39898)  0.31
O (-0.86407, 2.53544, -1.49674)  -0.71
H (-1.08046, 1.76508, -0.90344)  0.37
H (-0.02621, 2.22206, -1.79334)  0.31
O (-0.27480, 4.07859, 1.27950)  -0.57
H (-1.43266, 2.87602, 2.26545)  0.54
H (0.10772, 3.84299, 0.50547)  0.29
O (3.54044, -0.25734, 0.72844)  -0.60
H (-1.41932, -0.74193, 3.14578)  0.33
H (2.70398, 0.04704, 0.33337)  0.19
O (0.09422, -1.82082, -3.33848)  -0.70
H (-0.51571, -1.27960, -3.95176)  0.29
H (-0.47423, -2.52016, -3.01111)  0.33
O (-3.63256, -1.15368, -0.64287)  -0.63
H (-4.18530, -0.96375, -1.34912)  0.27
H (-4.12507, -1.64922, 0.01921)  0.31
O (-1.66693, -2.87399, -1.22838)  -0.61
H (-2.57921, -2.36604, -1.18240)  0.38
H (-2.06268, -3.68051, -1.48410)  0.30
O (2.99751, 2.89250, 0.49513)  -0.50
H (3.00280, 2.06741, 0.65184)  0.21
H (3.54877, 3.36089, 1.05704)  0.28
O (0.05523, -3.31977, 1.95117)  -0.63
H (0.80825, -3.45462, 1.38155)  0.31
H (-0.59179, -1.64559, 2.20457)  0.37
O (-3.85178, 2.51899, -1.12848)  -0.59
H (-4.61182, 2.68568, -1.62683)  0.26
H (-3.13319, 2.76894, -1.71917)  0.29
O (-0.60306, -0.74898, 2.79319)  -0.73
H (-0.81407, -0.06496, 1.17625)  0.27
H (0.52464, -3.48239, 2.75645)  0.32
O (2.34181, -4.89047, 1.04919)  -0.67
H (2.26022, -4.65644, 0.10304)  0.32
H (3.12481, -4.29254, 1.09860)  0.34
H (-3.41582, 2.86567, 0.72773)  0.32
H (3.80201, -1.04228, 0.20959)  0.29

The calculation puts the molecular weight at 307.3 g/mol. The calculation puts the HOMO-LUMO gap at 10.01 eV. Its total charge is +1. For the LUMO energy, the calculation gives -3.12 eV.

---

--- b ---
The following is a DFT calculation (the ωB97M-V functional and the def2-TZVPD basis) of a molecular structure, H35O17.

Last column: Mulliken charge in e.
Cartesian coordinates (Å):
O (-0.13384, -2.59950, -0.35408)  -0.68
H (0.83116, 5.16776, 1.79341)  0.29
H (2.07417, 4.69056, 1.04296)  0.31
O (1.27091, 4.34539, 1.44930)  -0.60
H (-2.67451, -2.50643, -2.62747)  0.28
H (2.62945, 2.25262, 1.41822)  0.27
O (-1.45250, 0.68368, -1.74392)  -0.63
H (-2.01383, 1.22938, -1.13307)  0.25
H (-1.29036, -2.07727, 1.08834)  0.36
O (1.81094, 1.81725, -4.34993)  -0.64
H (1.34995, 1.01291, -4.23264)  0.38
H (-0.75953, -0.58275, 0.85999)  0.22
O (-1.35509, -1.08657, 1.40988)  -0.55
H (1.33770, -5.20597, -0.37688)  0.30
O (1.70401, -0.99438, 1.56609)  -0.46
H (2.35924, -0.38924, 1.21588)  0.29
H (-0.18061, -0.59820, -4.90268)  0.35
O (-1.11963, 1.34176, 3.32677)  -0.59
H (3.35938, -1.85498, -0.28949)  0.30
H (1.68752, 1.45386, -0.38796)  0.21
O (-1.71074, -1.05688, 3.95089)  -0.53
H (0.51471, -1.90953, -0.49565)  0.23
H (-0.57475, -0.69843, 4.23956)  0.58
O (-2.73777, -2.83145, -1.73316)  -0.62
H (4.09081, 2.14136, 0.93023)  0.30
H (-1.90300, -2.58334, -1.33332)  0.38
O (-0.36128, 0.35337, -4.68836)  -0.64
H (-1.56101, 0.96196, 2.57271)  0.23
H (-0.33304, 0.34044, -3.74787)  0.21
O (-3.59021, -0.27369, -3.27703)  -0.59
H (-3.47465, 3.34803, 0.20693)  0.30
H (0.80189, -1.13687, 3.39555)  0.40
O (0.86019, 1.14002, -0.79617)  -0.58
H (-2.71820, 0.26803, -3.14482)  0.38
H (0.29914, 1.34230, -0.00661)  0.24
O (-3.22453, 2.53273, 0.63344)  -0.56
H (0.42031, -3.37988, -0.64528)  0.39
H (-0.65727, 1.27174, -1.91363)  0.42
O (0.62546, -0.43218, 4.01399)  -0.56
H (-1.37510, 2.27167, 3.43332)  0.29
H (2.09520, -1.80660, 1.14169)  0.22
O (1.85625, -4.43428, -0.58780)  -0.61
H (-3.28796, 2.70897, 1.57389)  0.28
H (-2.00602, -1.96635, 4.13126)  0.34
O (3.31343, 1.62393, 1.17809)  -0.59
H (0.39226, 0.32953, 3.34559)  0.41
H (1.84852, 2.49922, -4.99659)  0.29
O (2.82281, -1.17462, -0.69448)  -0.56
H (3.33853, -0.40613, -0.92097)  0.27
H (-1.74213, -0.90680, 2.87825)  0.44
H (-4.26529, 0.36317, -3.02805)  0.28
H (2.80892, -4.59933, -0.38832)  0.29

The calculation puts the molecular weight at 307.3 g/mol. The calculation puts the HOMO-LUMO gap at 9.12 eV. Its total charge is +1. For the LUMO energy, the calculation gives -3.02 eV.

---

Relative stability in eV, measured from the most stable structure: a 0.786; b 0.000